Below is a cluster of 11 separate species, C14H51BrN2O13PS in total, with properties calculated with the ωB97M-V functional and the def2-TZVPD basis.

The geometry in XYZ format:
```
83
Properties=species:S:1:pos:R:3:forces:R:3:lowdin_charge:R:1
N -0.327 2.129 2.182 0.5 0.3 -1.1 0.074
C 0.949 2.339 1.588 -0.3 -1.2 0.6 -0.591
P 1.315 0.732 0.608 -1.0 -4.1 0.4 0.378
O 0.535 0.728 -0.879 2.5 1.6 1.9 -0.195
O 2.950 0.514 0.372 -1.8 1.5 -1.0 -0.219
S 0.588 -0.791 1.593 0.5 1.1 -0.4 0.373
C 1.976 2.503 2.744 -0.2 0.7 0.1 -0.145
O 2.973 3.485 2.514 -0.6 0.0 -0.7 -0.124
C 3.491 3.482 1.190 0.4 0.1 0.4 -0.155
C 2.417 3.613 0.067 0.7 0.6 -0.3 -0.148
N 1.005 3.469 0.587 1.2 -0.1 -0.3 -0.408
Br 0.433 5.124 1.281 -0.4 0.3 0.2 1.012
H -0.671 2.949 2.675 0.0 -0.1 0.2 0.066
H -1.001 1.753 1.517 -0.4 0.1 0.3 0.055
H 1.121 1.207 -1.498 -0.3 -0.3 -0.8 0.056
H 3.383 0.185 1.164 -0.1 -0.3 0.4 0.077
H 2.378 1.523 3.041 0.0 0.1 -0.3 0.131
H 1.390 2.860 3.601 0.2 -0.1 -0.2 0.127
H 4.150 2.614 1.077 -0.4 0.0 -0.4 0.122
H 4.130 4.369 1.115 -0.1 -0.2 0.1 0.139
H 2.485 4.623 -0.349 -0.1 -0.3 0.0 0.107
H 2.609 2.939 -0.784 -0.3 -0.1 0.4 0.125
H 0.379 3.215 -0.184 -0.2 0.3 0.1 0.133
C -0.855 -4.322 0.465 0.1 0.3 -0.1 -0.156
O -0.829 -3.669 -0.800 -0.1 -0.2 -0.1 -0.137
H -1.040 -5.381 0.302 0.0 0.0 -0.1 0.082
H 0.109 -4.198 0.967 -0.1 -0.1 0.1 0.066
H -1.653 -3.909 1.088 0.0 -0.1 0.1 0.076
H -0.663 -2.738 -0.636 0.1 0.1 0.0 0.024
C -1.151 -1.266 -3.311 -0.2 -0.4 0.0 -0.160
O -1.382 -2.523 -3.924 0.1 0.3 -0.2 -0.109
H -0.533 -0.666 -3.978 0.0 -0.1 0.0 0.074
H -2.099 -0.748 -3.138 0.1 0.2 0.1 0.082
H -0.623 -1.401 -2.362 0.1 0.2 0.0 0.047
H -1.922 -3.042 -3.324 0.0 -0.2 0.1 0.067
C -4.139 1.813 1.413 0.0 -0.3 0.0 -0.129
O -3.069 1.313 0.603 0.4 0.3 0.1 -0.151
H -4.242 2.880 1.227 0.1 0.0 -0.1 0.079
H -5.072 1.310 1.152 -0.1 0.1 0.1 0.071
H -3.917 1.652 2.471 -0.1 0.1 0.0 0.080
H -2.995 0.372 0.778 0.0 -0.1 -0.1 0.073
C 0.225 5.348 5.221 -0.3 0.1 0.0 -0.145
O -0.880 4.640 4.655 0.3 -0.1 -0.3 -0.155
H 1.141 4.811 4.981 -0.1 0.0 0.0 0.067
H 0.280 6.356 4.801 0.2 0.0 0.1 0.079
H 0.121 5.408 6.306 0.1 0.0 0.0 0.086
H -1.676 5.126 4.877 -0.2 0.0 0.0 0.080
C 3.812 -3.038 -0.766 -0.1 0.3 0.2 -0.131
O 3.864 -1.989 -1.731 0.2 -0.1 -0.4 -0.138
H 3.890 -3.996 -1.273 0.0 0.1 -0.1 0.088
H 4.641 -2.939 -0.060 0.0 -0.2 0.1 0.082
H 2.859 -2.992 -0.231 0.1 -0.2 0.1 0.069
H 3.785 -1.154 -1.264 0.0 0.1 0.0 0.039
C 6.871 -2.003 -4.291 -0.2 -0.1 0.4 -0.143
O 7.024 -2.870 -3.175 0.2 0.0 -0.1 -0.118
H 7.690 -2.178 -4.985 0.0 -0.1 0.1 0.084
H 5.922 -2.213 -4.793 0.1 0.2 -0.2 0.052
H 6.894 -0.961 -3.959 0.0 0.1 -0.2 0.079
H 6.291 -2.697 -2.579 -0.1 0.0 0.1 0.045
C -6.885 -1.279 2.573 -0.3 0.1 -0.1 -0.149
O -7.290 -0.132 1.824 0.4 0.1 0.0 -0.137
H -5.838 -1.157 2.849 0.0 0.1 -0.1 0.071
H -7.488 -1.370 3.476 0.1 -0.2 0.0 0.058
H -6.993 -2.181 1.965 0.1 -0.1 0.1 0.081
H -8.210 -0.256 1.589 -0.1 0.0 -0.1 0.071
C -10.126 -2.413 5.441 0.1 -0.3 0.0 -0.150
O -9.065 -2.917 4.632 -0.1 0.3 0.0 -0.137
H -10.227 -1.347 5.247 0.1 0.0 0.0 0.077
H -11.066 -2.911 5.190 -0.1 0.1 0.1 0.077
H -9.902 -2.563 6.500 -0.1 0.1 0.0 0.077
H -8.988 -3.854 4.813 0.1 -0.1 0.0 0.073
C 2.746 0.479 -4.320 -0.1 0.4 0.0 -0.145
O 2.390 1.778 -3.804 -0.1 -0.1 0.6 -0.151
H 2.731 -0.221 -3.488 0.0 0.0 0.0 0.059
H 2.029 0.158 -5.071 0.1 -0.1 0.0 0.078
H 3.749 0.505 -4.748 -0.1 -0.1 0.0 0.082
H 2.404 2.394 -4.537 0.0 0.1 -0.1 0.069
C 3.395 -2.861 -6.358 0.2 -0.1 0.3 -0.130
O 3.179 -2.014 -5.233 0.0 -0.1 -0.2 -0.154
H 2.732 -2.556 -7.165 0.0 0.1 0.1 0.082
H 4.431 -2.774 -6.696 0.0 -0.1 -0.2 0.072
H 3.178 -3.898 -6.091 0.0 0.0 -0.2 0.083
H 3.775 -2.306 -4.539 -0.1 0.0 0.2 0.050
```
Positions in Å, forces in eV/Å.

Spin multiplicity: 1
DFT total energy: -135098.330 eV
HOMO-LUMO gap: 6.95 eV
Maximum force: 4.2 eV Å⁻¹
HOMO: -11.657 eV
Net charge: +1

Below is a structure of composition C28H24IrN3O10S2, with properties calculated with the ωB97M-V functional and the def2-TZVPD basis.

The geometry in XYZ format:
```
68
Properties=species:S:1:pos:R:3:forces:R:3:lowdin_charge:R:1
Ir 0.583 -0.375 -0.353 0.0 0.2 0.4 1.610
C -7.081 -2.227 0.101 0.1 0.0 0.0 -0.069
C -5.768 -1.655 0.571 -0.1 0.1 0.1 -0.292
C -5.732 -0.541 1.401 0.0 -0.1 -0.1 -0.056
C -4.522 -0.037 1.865 0.0 0.1 0.0 -0.059
C -3.338 -0.650 1.500 0.2 0.1 0.2 -0.249
C -3.358 -1.752 0.659 0.0 -0.1 0.0 -0.031
C -4.564 -2.251 0.199 0.1 0.0 0.0 -0.035
S -1.745 -0.078 2.163 -1.4 -0.3 -0.5 0.584
O -1.182 -1.242 2.772 0.5 0.1 -0.3 -0.281
O -2.118 1.043 2.997 0.4 0.1 -0.1 -0.325
N -1.041 0.382 0.755 0.5 -0.2 0.9 -0.340
C -1.488 1.721 0.400 -0.1 0.3 -0.2 -0.215
C -1.164 2.087 -1.053 -0.5 0.1 0.4 -0.674
O -1.648 3.130 -1.495 0.1 -0.1 0.0 -0.015
O -0.429 1.265 -1.689 0.6 -0.6 0.0 -0.141
H -7.916 -1.633 0.473 0.0 0.0 0.0 0.063
H -7.204 -3.250 0.461 0.0 0.0 0.0 0.073
H -7.128 -2.251 -0.990 -0.1 0.0 0.0 0.073
H -6.664 -0.073 1.700 0.0 0.0 0.0 0.099
H -4.483 0.824 2.519 0.0 0.0 0.0 0.105
H -2.422 -2.220 0.395 0.0 -0.1 0.0 0.089
H -4.574 -3.121 -0.449 0.0 0.0 0.0 0.111
H -1.016 2.466 1.050 0.0 0.0 0.0 0.119
H -2.569 1.824 0.538 0.0 0.1 -0.1 0.110
O -0.726 -4.411 0.483 0.0 0.0 -0.1 0.014
C -0.321 -3.334 0.043 0.1 -0.1 0.1 -0.656
O 0.375 -2.458 0.630 -0.1 0.3 -0.2 -0.109
C -0.658 -3.023 -1.420 0.3 0.4 0.1 -0.179
C -1.370 -3.965 -2.180 -0.2 -0.3 -0.5 0.002
C -1.525 -3.761 -3.521 0.1 0.0 0.4 -0.009
C -0.957 -2.610 -4.109 0.1 0.1 0.1 -0.158
C -1.008 -2.372 -5.498 0.0 0.1 -0.2 -0.061
C -0.407 -1.266 -6.038 -0.2 -0.3 0.0 -0.099
C 0.260 -0.355 -5.201 0.1 0.1 0.2 -0.064
C 0.320 -0.552 -3.848 0.1 0.2 0.0 -0.006
C -0.288 -1.683 -3.266 -0.2 -0.2 -0.4 -0.177
N -0.178 -1.907 -1.926 -0.1 -0.3 -0.1 0.076
H -1.739 -4.845 -1.674 0.0 0.0 0.1 0.112
H -2.042 -4.482 -4.144 0.0 0.0 0.0 0.108
H -1.525 -3.087 -6.129 0.0 0.0 0.0 0.100
H -0.443 -1.096 -7.107 0.0 0.0 0.0 0.092
H 0.741 0.513 -5.633 0.0 0.0 0.0 0.103
H 0.838 0.136 -3.197 0.0 0.0 -0.1 0.080
C 6.095 5.279 3.257 -0.1 -0.1 0.0 -0.070
C 5.158 4.115 3.060 0.1 0.0 0.1 -0.294
C 5.518 2.833 3.459 -0.1 0.1 0.0 -0.053
C 4.666 1.758 3.237 0.0 0.0 0.0 -0.055
C 3.448 1.964 2.617 0.0 -0.3 0.1 -0.272
C 3.067 3.239 2.225 0.0 0.0 0.0 -0.047
C 3.920 4.307 2.449 0.0 -0.1 0.0 -0.048
S 2.307 0.588 2.349 0.9 1.1 -0.1 0.557
O 2.957 -0.543 2.964 -0.1 -0.2 0.0 -0.318
O 1.079 1.082 2.890 -0.7 -0.2 -0.1 -0.312
N 2.279 0.529 0.739 -0.4 -0.5 0.4 -0.325
C 3.606 0.195 0.239 0.2 -0.1 -0.5 -0.222
C 3.576 -0.363 -1.194 0.5 0.4 0.4 -0.675
O 4.641 -0.395 -1.811 -0.1 -0.1 0.0 -0.016
O 2.443 -0.758 -1.609 -0.7 -0.1 -0.1 -0.153
H 6.967 4.982 3.839 0.0 0.0 0.0 0.064
H 5.595 6.101 3.772 0.0 0.0 0.0 0.071
H 6.442 5.653 2.291 0.0 0.0 0.0 0.075
H 6.473 2.673 3.947 0.0 0.0 0.0 0.100
H 4.925 0.752 3.539 0.0 0.0 0.0 0.108
H 2.103 3.369 1.749 0.0 0.1 0.0 0.118
H 3.623 5.305 2.147 0.0 0.0 0.0 0.108
H 4.081 -0.569 0.864 0.1 0.0 -0.1 0.115
H 4.256 1.078 0.228 0.0 -0.1 0.0 0.114
```
Positions in Å, forces in eV/Å.

Spin multiplicity: 5
DFT total energy: -78881.029 eV
HOMO-LUMO gap (alpha / beta): 6.16 / 7.25 eV
Maximum force: 1.5 eV Å⁻¹
Relative energy (zero: lowest compared OMol25 entry of this formula, charge and spin): 0.0 kJ/mol
HOMO (alpha / beta): -2.003 / -3.319 eV
Net charge: -2

Below is a structure of composition C31H31AlN4OS2Te, with properties calculated with the ωB97M-V functional and the def2-TZVPD basis.

The geometry in XYZ format:
```
71
Properties=species:S:1:pos:R:3:forces:R:3:lowdin_charge:R:1
Al 1.295 -1.506 1.197 0.1 -0.7 -0.4 -0.118
C 3.382 -2.414 -3.495 -0.2 -0.2 0.4 -0.407
S 2.547 -3.808 -2.683 0.2 -0.2 -0.5 0.886
C 2.121 -3.161 -1.137 0.1 0.8 0.6 -1.005
S 2.474 -1.457 -0.765 0.0 -0.4 0.2 0.776
N 1.526 -3.936 -0.303 0.0 -1.1 -1.0 -0.053
N 1.092 -3.360 0.821 -0.1 0.9 1.3 -0.131
C 0.625 -4.088 1.846 0.2 -0.2 -0.8 -0.028
C 0.244 -3.347 2.961 -0.2 0.4 0.4 -0.230
C -0.300 -3.876 4.153 0.1 0.1 -0.1 -0.002
C -0.655 -3.035 5.170 0.1 0.1 -0.3 -0.041
C -0.492 -1.642 5.002 0.1 0.0 -0.1 -0.043
C 0.048 -1.172 3.841 -0.1 0.3 0.2 -0.088
N 0.431 -1.978 2.827 0.1 -0.4 0.1 0.045
H 3.710 -2.807 -4.452 0.0 0.0 -0.1 0.039
H 4.233 -2.094 -2.904 0.1 0.0 -0.1 0.028
H 2.693 -1.584 -3.631 0.0 0.0 -0.1 0.007
H 0.574 -5.164 1.792 0.0 -0.1 0.0 0.138
H -0.429 -4.944 4.226 0.0 -0.1 0.0 0.122
H -1.068 -3.412 6.090 -0.1 -0.1 0.1 0.114
H -0.790 -0.955 5.774 0.0 0.1 0.1 0.110
H 0.185 -0.110 3.679 0.0 -0.1 0.1 0.116
C -6.027 2.177 -2.618 -0.1 0.0 0.0 -0.032
C -4.822 1.761 -1.841 0.2 0.0 0.1 -0.243
C -3.804 2.664 -1.576 0.1 -0.2 0.0 0.010
C -2.603 2.269 -0.995 0.2 0.1 0.0 -0.275
C -1.544 3.279 -0.728 0.2 0.1 0.0 -0.043
C -2.446 0.931 -0.648 0.0 -0.1 0.0 -0.283
Te -0.562 -0.084 -0.460 -0.4 1.2 -0.7 1.927
N 0.735 0.275 1.032 -0.7 -1.0 -0.5 -0.251
C 1.003 1.429 1.679 -0.3 0.5 -0.1 -0.556
O 0.328 2.434 1.559 0.3 0.2 0.3 0.049
C 2.222 1.368 2.542 0.2 0.2 0.1 -0.140
C 2.597 2.527 3.219 -0.1 -0.1 -0.1 0.006
C 3.732 2.535 4.011 0.0 0.0 0.0 -0.046
C 4.494 1.385 4.144 0.0 0.0 -0.1 -0.052
C 4.135 0.226 3.469 0.1 -0.2 0.0 -0.041
C 3.009 0.228 2.671 -0.3 0.0 -0.2 -0.042
C 0.468 0.875 -2.044 0.0 0.0 -0.1 -0.379
C 1.357 1.913 -1.817 -0.2 -0.1 0.3 -0.110
C 2.068 2.446 -2.877 0.0 0.0 0.0 -0.054
C 1.907 1.922 -4.148 0.0 0.0 0.0 -0.049
C 1.032 0.871 -4.361 0.0 0.0 0.1 -0.035
C 0.287 0.334 -3.319 -0.2 0.0 0.2 -0.321
C -0.706 -0.763 -3.558 0.0 0.0 0.0 -0.058
C -3.508 0.022 -0.778 0.1 -0.2 0.1 -0.324
C -3.390 -1.391 -0.280 -0.1 -0.1 0.0 -0.091
C -4.677 0.454 -1.381 0.1 0.0 0.0 0.002
H -6.007 3.245 -2.818 -0.1 0.0 0.0 0.081
H -6.944 1.929 -2.089 -0.1 0.0 0.0 0.090
H -6.046 1.651 -3.573 0.0 0.0 0.0 0.093
H -3.928 3.701 -1.851 0.0 0.1 0.0 0.129
H -1.979 4.123 -0.194 0.0 0.1 0.0 0.103
H -1.102 3.659 -1.649 0.0 0.0 -0.1 0.098
H -0.765 2.854 -0.099 -0.1 0.3 -0.1 0.021
H 1.986 3.410 3.100 0.0 0.0 0.0 0.125
H 4.029 3.440 4.520 0.0 0.0 0.0 0.114
H 5.376 1.388 4.766 0.1 0.0 0.0 0.114
H 4.736 -0.667 3.560 0.0 0.0 0.0 0.119
H 2.755 -0.695 2.110 0.9 0.6 0.6 0.055
H 1.492 2.308 -0.820 0.0 0.1 0.0 0.103
H 2.751 3.263 -2.705 0.1 0.1 0.0 0.114
H 2.461 2.332 -4.977 0.1 0.0 -0.1 0.114
H 0.933 0.452 -5.351 -0.1 0.0 -0.1 0.120
H -0.602 -1.163 -4.565 -0.1 -0.1 0.0 0.093
H -1.724 -0.376 -3.447 0.0 -0.1 0.0 0.089
H -0.565 -1.587 -2.851 0.0 -0.1 -0.1 0.059
H -2.782 -1.431 0.631 -0.2 -0.2 -0.1 0.056
H -2.938 -2.040 -1.037 0.0 -0.1 0.1 0.084
H -4.377 -1.789 -0.049 0.0 0.0 0.0 0.092
H -5.490 -0.246 -1.519 -0.1 -0.1 0.0 0.130
```
Positions in Å, forces in eV/Å.

Spin multiplicity: 2
DFT total energy: -76214.606 eV
HOMO-LUMO gap (alpha / beta): 6.08 / 6.82 eV
Maximum force: 1.5 eV Å⁻¹
Relative energy (zero: lowest compared OMol25 entry of this formula, charge and spin): 133.7 kJ/mol
HOMO (alpha / beta): -9.105 / -10.514 eV
Net charge: +1

Below is an isolated molecule of C5H6N2, with properties calculated with the ωB97M-V functional and the def2-TZVPD basis.

The geometry in XYZ format:
```
13
Properties=species:S:1:pos:R:3:forces:R:3:lowdin_charge:R:1
C 1.255 0.704 -0.015 1.1 3.8 -2.0 -0.175
C 1.263 -0.779 0.067 0.4 -2.0 1.8 -0.089
C -1.482 -1.143 0.012 -1.3 4.0 -1.8 -0.150
C -1.550 1.085 -0.078 2.7 0.8 1.1 -0.131
C -0.206 0.634 -0.273 -2.7 -0.5 -0.8 -0.223
H 1.558 1.531 0.632 -0.2 -1.1 1.6 0.111
H 1.923 1.121 -0.839 -1.1 -1.0 0.0 0.122
H 1.965 -1.167 -0.725 -1.0 -0.4 1.2 0.125
H 1.377 -1.188 1.166 0.0 0.4 -2.5 0.156
H -1.706 -2.134 0.116 -1.3 -2.3 0.2 0.076
H -1.821 2.190 0.371 0.3 -3.2 -1.8 0.147
N -0.227 -0.807 -0.379 0.9 3.5 1.6 0.005
N -2.349 -0.046 -0.054 2.1 -2.2 1.5 0.026
```
Positions in Å, forces in eV/Å.

Spin multiplicity: 1
DFT total energy: -8258.882 eV
HOMO-LUMO gap: 8.93 eV
Maximum force: 4.6 eV Å⁻¹
SMILES: c1ncn2c1CC2
Relative energy (zero: lowest compared OMol25 entry of this formula, charge and spin): 335.4 kJ/mol
HOMO: -8.184 eV
Net charge: 0